ORCA calculation (wB97M-V/def2-TZVPD) on 13 unconnected molecules or ions with the total composition C33H67BCl24FIO4P in a non-equilibrium geometry.

Each line ends with the Mulliken charge.
Atoms and positions in Å:
C (10.52043, 0.65005, 1.66788)  -1.437
C (10.32805, -0.11273, 0.31836)  0.222
C (9.26594, -1.25845, 0.34286)  -0.841
I (10.31895, -3.03453, -0.35686)  -0.108
B (7.86437, -0.95108, -0.55788)  1.010
O (7.51348, -2.12057, -1.45418)  -0.992
O (6.65181, -0.72572, 0.33188)  -0.551
C (5.85457, 0.21538, -0.41761)  -0.305
C (4.63542, 0.74464, 0.43040)  -0.390
C (3.44368, -0.27071, 0.25333)  0.324
C (3.57229, -1.50598, 1.17942)  -1.227
F (2.15783, 0.37577, 0.52220)  -0.362
C (6.97304, 1.19111, -0.86833)  1.325
C (6.65871, 2.20763, -1.98108)  -1.848
P (7.72272, 2.07023, 0.53555)  0.715
O (6.81529, 3.05166, 1.23163)  -0.766
O (7.89275, 0.23720, -1.44488)  -0.528
H (9.93004, 0.20168, 2.48863)  0.361
H (11.58694, 0.59576, 1.98033)  0.302
H (10.26179, 1.72119, 1.56563)  0.344
H (10.13247, 0.60810, -0.50231)  -0.257
H (11.31736, -0.56031, 0.09887)  0.645
H (8.99446, -1.42942, 1.39774)  0.408
H (6.88444, -2.70848, -0.89578)  0.259
H (5.49529, -0.18780, -1.38985)  0.268
H (4.90640, 0.77990, 1.50518)  0.256
H (4.27096, 1.73934, 0.09994)  0.149
H (3.42999, -0.63407, -0.80257)  0.311
H (3.03150, -2.38592, 0.74338)  0.314
H (3.12374, -1.30403, 2.17943)  0.304
H (4.63457, -1.79131, 1.26339)  0.254
H (7.59952, 2.75475, -2.22008)  0.416
H (6.37804, 1.62888, -2.88514)  0.389
H (5.88905, 2.95628, -1.70060)  0.288
H (8.19504, 1.11556, 1.43786)  -0.076
H (8.86457, 2.68876, -0.00705)  -0.210
Cl (2.08688, 5.76133, 4.03838)  -0.220
C (3.64332, 4.87463, 3.90480)  -0.498
C (3.82796, 4.23141, 2.55988)  -0.247
Cl (2.68704, 2.88774, 2.29741)  -0.106
H (3.67066, 4.13813, 4.70428)  0.333
H (4.43532, 5.60350, 4.06975)  0.368
H (4.82629, 3.81723, 2.47011)  0.142
H (3.68648, 4.95050, 1.75427)  0.309
Cl (-1.26344, 5.81811, -1.21385)  -0.169
C (-0.37179, 5.21009, 0.21678)  -0.530
C (1.10940, 5.40079, 0.04858)  0.171
Cl (1.82212, 4.35370, -1.19983)  -0.168
H (-0.64472, 4.17066, 0.37864)  0.295
H (-0.70559, 5.79940, 1.06923)  0.318
H (1.62323, 5.17057, 0.98206)  -0.342
H (1.32153, 6.43202, -0.22566)  0.370
Cl (-2.60696, -5.12878, -3.69059)  -0.214
C (-2.95715, -3.45788, -3.15808)  0.026
C (-2.76226, -3.27310, -1.67698)  -0.444
Cl (-4.00312, -4.17177, -0.76118)  -0.146
H (-3.98830, -3.23384, -3.43083)  -0.170
H (-2.28300, -2.80130, -3.70673)  0.359
H (-2.87496, -2.22034, -1.42104)  0.239
H (-1.78212, -3.61016, -1.34693)  0.355
Cl (-4.53202, -1.26660, 2.84538)  -0.073
C (-3.20716, -0.09508, 2.58736)  -0.178
C (-2.28736, -0.00913, 3.77826)  -0.409
Cl (-3.10092, 0.72464, 5.19035)  -0.176
H (-3.65647, 0.87064, 2.36828)  -0.141
H (-2.65065, -0.42657, 1.71129)  0.354
H (-1.43239, 0.62268, 3.53768)  0.277
H (-1.92668, -0.99220, 4.07577)  0.368
Cl (-4.78626, 4.25531, 5.91348)  -0.189
C (-5.98521, 4.01599, 4.61459)  -0.633
C (-5.53523, 3.00977, 3.58798)  -0.204
Cl (-4.15541, 3.60736, 2.62680)  -0.121
H (-6.17790, 4.98529, 4.16013)  0.346
H (-6.89995, 3.66119, 5.08763)  0.353
H (-6.34658, 2.80985, 2.89052)  0.262
H (-5.23275, 2.07353, 4.05392)  0.174
Cl (-5.05509, 0.63659, -2.83560)  -0.156
C (-5.49265, 2.26317, -2.25521)  -0.052
C (-5.03078, 2.53818, -0.84873)  -0.385
Cl (-5.87489, 1.55718, 0.37739)  -0.192
H (-6.57339, 2.35420, -2.34757)  0.355
H (-5.02838, 2.98759, -2.92015)  -0.164
H (-5.22534, 3.58209, -0.60486)  0.320
H (-3.96558, 2.34966, -0.73502)  0.325
Cl (-7.08693, -3.30501, 3.53275)  -0.185
C (-6.06831, -3.89432, 4.87021)  -0.417
C (-6.36904, -5.32885, 5.21132)  -0.354
Cl (-7.99359, -5.52414, 5.93290)  -0.208
H (-6.22503, -3.23614, 5.72188)  0.318
H (-5.03209, -3.80262, 4.54598)  0.298
H (-5.64839, -5.69028, 5.94344)  0.345
H (-6.32014, -5.96220, 4.33103)  0.198
Cl (-5.97010, -2.47426, -4.61733)  -0.193
C (-5.52241, -3.44754, -6.04370)  -0.448
C (-6.56413, -3.37520, -7.12941)  -0.519
Cl (-8.08069, -4.18859, -6.66517)  -0.190
H (-5.36046, -4.47059, -5.71072)  0.362
H (-4.57862, -3.05090, -6.41688)  0.319
H (-6.19223, -3.87738, -8.02147)  0.340
H (-6.80275, -2.34410, -7.37992)  0.329
Cl (10.96445, 0.65244, -3.40257)  -0.109
C (11.55500, 2.25246, -3.89720)  -0.516
C (12.28484, 2.96104, -2.78490)  -0.512
Cl (11.19459, 3.43896, -1.45680)  -0.157
H (10.70260, 2.83500, -4.24137)  0.296
H (12.23612, 2.10108, -4.73466)  0.339
H (12.73660, 3.87629, -3.16660)  0.350
H (13.06565, 2.33178, -2.36364)  0.307
Cl (-5.97142, -8.43808, 1.85839)  -0.198
C (-4.95469, -7.76130, 0.55459)  -0.222
C (-3.54353, -8.28301, 0.60629)  -0.391
Cl (-2.65901, -7.68270, 2.03227)  -0.193
H (-4.97393, -6.67761, 0.64140)  0.054
H (-5.42000, -8.04437, -0.38823)  0.309
H (-3.00202, -7.94104, -0.27478)  0.296
H (-3.52264, -9.37022, 0.63323)  0.339
Cl (-12.35969, -4.56306, 0.69694)  -0.197
C (-11.62022, -5.19412, 2.19328)  -0.437
C (-10.11889, -5.27280, 2.10422)  -0.173
Cl (-9.57786, -6.51927, 0.94895)  -0.184
H (-12.05600, -6.17045, 2.39245)  0.326
H (-11.89897, -4.51416, 2.99715)  0.310
H (-9.70768, -5.53944, 3.07753)  0.107
H (-9.68842, -4.32285, 1.79656)  0.243
Cl (-2.90687, 4.19991, -6.53071)  -0.183
C (-3.37098, 5.81121, -5.92874)  -0.459
C (-2.91674, 6.04244, -4.51087)  -0.532
Cl (-3.78838, 5.00800, -3.35057)  -0.187
H (-4.45144, 5.90032, -6.01684)  0.313
H (-2.90286, 6.54547, -6.58305)  0.332
H (-3.11248, 7.07574, -4.22670)  0.320
H (-1.85352, 5.84372, -4.39174)  0.356

Calculated values
- E (eV) = -364827.6183
- charge = -1
- maximum force (eV Å⁻¹) = 2.8
- E_HOMO (eV) = -5.46
- LUMO energy (eV) = 1.583
- HOMO-LUMO gap (eV) = 7.0